[1]
{
  "formula": "CH5ClO2SSi",
  "method": "ωB97M-V/def2-TZVPD",
  "species": ["C", "O", "O", "Si", "S", "Cl", "H", "H", "H", "H", "H"],
  "xyz": [[-1.6789, -0.4776, 1.0506], [0.5056, 1.0372, 0.0443], [-1.2105, -0.7585, -1.5068], [1.7822, 0.4060, -0.6605], [-1.3950, 0.2913, -0.5970], [2.9752, 2.0735, -1.2805], [-2.6484, -1.1342, 1.0839], [-0.9794, -1.1533, 1.3895], [-1.7999, 0.4718, 1.7875], [2.8942, -0.1461, 0.3655], [1.5550, -0.6101, -1.6765]],
  "forces_ev_per_angstrom": [[-3.57, 2.80, 0.90], [-3.70, -0.99, -0.34], [0.48, -2.30, -2.30], [3.65, 0.35, 1.29], [1.70, 2.30, 3.88], [-0.66, -0.74, -0.24], [1.33, 1.68, -0.58], [2.25, -1.00, 0.42], [0.33, -2.40, -1.61], [-1.56, 0.30, -0.99], [-0.23, 0.01, -0.43]],
  "de_lowest_kcal_mol": 33.8,
  "max_force_ha_per_bohr": 0.094,
  "total_charge": 0,
  "multiplicity": 1
}



[2]
{
  "formula": "C3H3O3P",
  "method": "ωB97M-V/def2-TZVPD",
  "species": ["C", "C", "P", "O", "H", "H", "H", "O", "C", "O"],
  "xyz": [[-0.1164, -1.1230, 0.8562], [0.6016, -0.1235, 1.1871], [1.8997, 0.5017, -0.0546], [1.7582, -0.3516, -1.1945], [-0.1970, -1.5286, -0.2227], [-0.9081, -1.4447, 1.3642], [0.4755, 0.4400, 2.0230], [-2.2409, 0.8201, -1.2314], [-1.1667, 1.2017, -1.2827], [-0.1060, 1.6078, -1.4446]],
  "forces_ev_per_angstrom": [[-0.55, -1.59, -4.99], [3.12, 1.73, -2.44], [-0.11, 1.41, 3.05], [0.09, -2.10, -2.64], [1.10, 0.43, 1.69], [-2.99, -1.42, 2.67], [-0.27, 1.20, 2.75], [-1.69, -0.73, 0.52], [0.09, 0.20, -0.74], [1.19, 0.88, 0.13]],
  "de_lowest_kcal_mol": 26.9,
  "smiles": "C=CP=O.O=C=O",
  "max_force_ha_per_bohr": 0.103,
  "total_charge": 0,
  "multiplicity": 1
}



[3]
{
  "formula": "C24H72ClO12",
  "method": "ωB97M-V/def2-TZVPD",
  "species": ["Cl", "C", "C", "O", "H", "H", "H", "H", "H", "H", "C", "C", "O", "H", "H", "H", "H", "H", "H", "C", "C", "O", "H", "H", "H", "H", "H", "H", "C", "C", "O", "H", "H", "H", "H", "H", "H", "C", "C", "O", "H", "H", "H", "H", "H", "H", "C", "C", "O", "H", "H", "H", "H", "H", "H", "C", "C", "O", "H", "H", "H", "H", "H", "H", "C", "C", "O", "H", "H", "H", "H", "H", "H", "C", "C", "O", "H", "H", "H", "H", "H", "H", "C", "C", "O", "H", "H", "H", "H", "H", "H", "C", "C", "O", "H", "H", "H", "H", "H", "H", "C", "C", "O", "H", "H", "H", "H", "H", "H"],
  "xyz": [[0.3220, -0.0394, 0.7107], [3.5804, 2.1876, 2.0215], [2.6012, 2.0419, 3.1597], [2.1378, 0.7008, 3.2175], [3.0919, 1.8361, 1.1127], [4.4741, 1.5865, 2.1890], [3.8042, 3.2315, 1.8016], [1.7234, 2.6754, 3.0318], [2.9768, 2.4306, 4.1063], [1.3377, 0.6854, 2.6872], [-1.8944, 0.5334, -2.9793], [-1.9178, 1.6760, -1.9580], [-2.3040, 1.2070, -0.7230], [-2.8732, 0.0730, -3.1141], [-1.3418, -0.3724, -2.7296], [-1.5457, 0.9202, -3.9368], [-2.5832, 2.4576, -2.3248], [-0.9256, 2.1259, -1.9228], [-1.5232, 0.7770, -0.3665], [-0.0090, -1.8534, 4.9174], [1.1533, -2.6104, 5.5752], [1.7466, -3.5265, 4.6994], [-0.5460, -1.2848, 5.6766], [-0.6929, -2.6213, 4.5562], [0.2541, -1.2229, 4.0680], [0.7370, -3.1489, 6.4265], [1.9636, -1.9764, 5.9355], [2.4367, -4.0129, 5.1563], [0.6388, -3.0062, -6.2862], [0.9668, -2.3185, -4.9850], [0.1649, -1.1993, -4.7870], [-0.3818, -3.3872, -6.3222], [1.2898, -3.8755, -6.3787], [0.7893, -2.3329, -7.1301], [2.0392, -2.1712, -4.8573], [0.6307, -3.0307, -4.2315], [0.4341, -0.7931, -3.9599], [3.9222, -1.8392, -0.5006], [2.8586, -2.8734, -0.1357], [2.2302, -2.5150, 1.0528], [4.3269, -1.9935, -1.5009], [4.7625, -1.7952, 0.1922], [3.5082, -0.8316, -0.5395], [3.3199, -3.8321, 0.1012], [2.1532, -3.0720, -0.9426], [1.6923, -1.7453, 0.8531], [-1.3628, 1.9638, 3.8045], [-2.4965, 1.8614, 4.7713], [-2.4865, 0.5643, 5.3583], [-1.2880, 2.9441, 3.3338], [-1.5054, 1.2538, 2.9899], [-0.3427, 1.8656, 4.1758], [-3.4363, 1.9842, 4.2329], [-2.3881, 2.5880, 5.5766], [-1.8784, 0.5818, 6.1010], [4.6484, 4.3652, -2.6766], [3.7108, 4.1053, -1.4514], [2.4204, 4.5664, -1.7089], [4.2575, 3.8896, -3.5761], [5.6046, 3.8689, -2.5106], [4.8254, 5.4207, -2.8835], [3.9865, 4.6330, -0.5384], [3.6989, 3.0302, -1.2717], [1.8143, 4.1691, -1.0793], [3.2556, 0.5997, -3.3951], [1.9781, 0.8914, -2.6627], [1.3476, -0.3150, -2.3355], [3.9931, 0.1691, -2.7178], [3.7113, 1.5025, -3.8017], [3.0928, -0.0515, -4.2540], [1.3090, 1.4569, -3.3113], [2.1399, 1.4069, -1.7161], [0.7707, -0.1102, -1.5961], [-1.2441, -3.1617, -1.7036], [-2.4232, -4.1471, -1.4737], [-2.2448, -5.3730, -2.2134], [-0.3097, -3.6906, -1.5160], [-1.2949, -2.2895, -1.0518], [-1.2672, -2.8251, -2.7401], [-3.3644, -3.6504, -1.7097], [-2.5042, -4.4084, -0.4186], [-3.0779, -5.8260, -2.3626], [-3.2710, -3.3727, 2.6590], [-2.4286, -2.2100, 2.2326], [-1.3657, -2.6610, 1.4502], [-2.7108, -4.0766, 3.2745], [-3.7356, -3.9343, 1.8484], [-4.1303, -2.9982, 3.2152], [-2.1090, -1.6105, 3.0850], [-2.9799, -1.4591, 1.6667], [-0.9664, -1.8759, 1.0683], [-4.9575, -0.8704, -0.3648], [-5.6035, 0.4592, -0.8998], [-5.0126, 1.5599, -0.1819], [-3.8772, -0.8920, -0.5079], [-5.3970, -1.6532, -0.9830], [-5.3096, -1.0458, 0.6517], [-6.6889, 0.4746, -0.8002], [-5.3124, 0.5747, -1.9439], [-4.1011, 1.6314, -0.4746], [-0.3663, 5.2582, 0.3783], [-0.6517, 3.7532, 0.2343], [0.6335, 3.1329, -0.0081], [0.4022, 5.4134, 1.1355], [-1.2933, 5.7818, 0.6121], [-0.0295, 5.6690, -0.5734], [-1.4402, 3.6512, -0.5114], [-1.0383, 3.3926, 1.1875], [0.5621, 2.2098, 0.2458]],
  "forces_ev_per_angstrom": [[-0.38, 0.53, -0.35], [-0.31, 0.25, -0.41], [-0.74, 0.18, -0.27], [0.46, 0.31, 1.02], [0.01, -0.28, -0.04], [0.05, 0.16, 0.00], [0.37, 0.11, 0.29], [-0.10, 0.35, -0.52], [0.48, -0.68, 0.30], [-0.15, -0.44, -0.36], [-0.43, -0.06, -0.36], [0.72, -0.77, -1.94], [-0.68, 0.30, 0.90], [-0.48, 0.51, -0.14], [0.69, 0.48, 0.40], [0.02, -0.22, -0.15], [-0.30, 0.02, 0.22], [0.23, 0.11, 0.06], [0.32, -0.49, 0.82], [0.42, -0.81, 0.11], [-0.05, 0.54, 0.27], [-0.13, -0.67, -0.97], [0.10, 0.13, -0.06], [-0.12, 0.05, -0.11], [0.24, -0.01, 0.18], [-0.11, -0.03, 0.36], [-0.24, 0.60, 0.22], [-0.02, 0.10, 0.03], [0.26, 0.14, -0.38], [-0.95, -1.53, 0.60], [-0.15, 0.98, -0.92], [-0.09, 0.23, 0.16], [0.12, 0.01, -0.19], [0.05, -0.07, -0.15], [0.11, 0.38, -0.11], [0.58, -0.39, 0.45], [0.16, 0.14, 0.60], [0.07, 0.20, -0.64], [0.95, -0.19, 0.33], [-0.33, -0.15, 0.37], [0.09, -0.27, -0.14], [-0.13, -0.27, 0.21], [-0.33, 0.00, 0.16], [0.27, -0.14, -0.27], [-0.12, 0.30, -0.27], [-0.31, 0.38, 0.28], [0.71, 0.65, -1.27], [0.70, -0.31, 0.42], [-0.57, -0.29, 0.20], [-0.52, 0.30, -0.10], [0.13, -0.15, 0.02], [-0.15, -0.57, 0.63], [-0.08, 0.03, 0.25], [-0.33, 0.38, -0.09], [0.08, -0.06, -0.07], [-0.40, -0.33, 0.89], [0.52, 0.25, -0.69], [-0.63, 0.48, -1.15], [-0.36, 0.11, 0.06], [0.15, 0.14, 0.22], [-0.12, 0.01, 0.12], [1.02, -0.19, 0.07], [0.13, -0.17, 0.18], [-0.29, -0.37, 0.28], [0.66, 0.25, -0.05], [0.03, 0.28, -0.18], [-0.28, -0.96, -0.34], [-0.04, -0.27, -0.10], [-0.13, 0.23, 0.08], [-0.11, -0.20, 0.14], [-0.04, 0.50, 0.04], [0.21, 0.53, -0.18], [-0.27, -0.37, 0.61], [-0.70, -1.09, -0.31], [0.26, 0.28, 0.52], [0.43, 0.52, -0.30], [0.07, 0.12, 0.03], [-0.16, -0.20, 0.04], [0.12, 0.02, -0.09], [-0.14, -0.01, -0.40], [0.26, 0.13, 0.17], [-0.10, 0.28, 0.20], [-0.77, -0.06, 0.27], [-0.32, 0.73, -0.23], [0.26, -0.54, -0.06], [0.05, 0.06, 0.05], [0.38, 0.05, -0.39], [0.06, 0.03, 0.40], [0.34, -0.30, 0.49], [-0.64, -0.15, -0.27], [0.58, 0.18, -0.07], [-1.71, 0.63, -1.01], [2.37, -0.32, 0.87], [-1.44, 0.06, -0.11], [-0.13, 0.19, 0.32], [0.11, -0.42, -0.03], [0.49, 0.05, 0.12], [0.12, 0.09, 0.16], [-0.37, -0.13, -0.31], [0.42, -0.25, 0.19], [-0.26, -0.56, -0.33], [0.89, 1.40, 0.95], [-1.12, 0.64, -0.43], [-0.12, 0.17, 0.03], [0.03, 0.06, 0.29], [0.22, -0.03, -0.02], [0.43, -0.57, -0.29], [-0.11, -0.21, -0.08], [0.08, -0.76, 0.08]],
  "de_lowest_kcal_mol": 0.0,
  "max_force_ha_per_bohr": 0.049,
  "total_charge": -1,
  "multiplicity": 1
}



E_HOMO for every record listed, in sequence, given in Ha: -0.3710; -0.3410; -0.2501.